[1]
{
  "formula": "C3H10N2O2",
  "method": "ωB97M-V with the def2-TZVPD basis set",
  "symbols": ["N", "C", "N", "C", "C", "O", "H", "H", "H", "H", "H", "H", "H", "H", "O", "H", "H"],
  "coordinates": [[0.1023, 0.4825, 2.8192], [0.7421, 0.5765, 1.4081], [-0.2204, 0.3412, 0.3134], [0.5921, 0.5280, -0.8773], [0.3868, -0.3550, -2.1714], [-0.6337, -0.2953, -2.8104], [0.5235, -0.3922, 3.2677], [0.2013, 1.3316, 3.3376], [1.4490, 1.4416, 1.3177], [1.4264, -0.3140, 1.3656], [-0.4763, -0.7142, 0.3676], [1.5146, 0.0742, -0.6500], [0.7331, 1.4979, -1.3072], [1.1587, -0.8602, -2.5795], [-2.4446, -1.4449, -1.4814], [-2.8345, -0.6009, -1.7704], [-2.2206, -1.2972, -0.5495]],
  "lowdin_charge": [-0.0105, -0.3018, -0.0714, -0.2080, -0.1916, 0.0420, 0.0834, 0.0302, 0.1249, 0.1045, 0.1383, 0.0664, 0.1190, 0.0793, -0.0750, 0.0517, 0.0189],
  "e_tot_ha": -380.19500,
  "smiles": "NCNCC=O.O",
  "homo_lumo_gap_ev": 10.10,
  "mol_weight_g_mol": 106.1
}



[2]
{
  "formula": "C3H10N2O2",
  "method": "ωB97M-V with the def2-TZVPD basis set",
  "symbols": ["C", "N", "O", "C", "C", "N", "H", "H", "H", "H", "H", "H", "H", "H", "O", "H", "H"],
  "coordinates": [[2.6754, 0.4078, 0.3430], [1.7143, -0.4331, 0.5513], [1.0160, -0.6148, -0.6471], [-0.0780, -1.4427, -0.4359], [-1.4958, -0.8210, -0.2586], [-1.6842, -0.0811, 0.9599], [2.9053, 0.7198, -0.6633], [3.2472, 0.6203, 1.2691], [-0.2243, -2.2072, -1.2489], [0.0943, -2.0252, 0.4491], [-1.6671, -0.1341, -1.0956], [-2.2383, -1.5926, -0.2778], [-1.1593, 0.7155, 1.1553], [-1.9514, -0.6917, 1.7321], [-0.6481, 2.4202, -0.2785], [-0.3840, 3.2567, -0.6455], [-0.1220, 1.9032, -0.9086]],
  "lowdin_charge": [-0.0133, -0.0046, -0.1681, -0.2437, -0.2620, 0.0028, 0.0737, 0.0805, 0.1247, 0.0967, 0.1024, 0.1010, 0.0171, 0.0766, -0.0494, 0.0311, 0.0344],
  "e_tot_ha": -380.19432,
  "smiles": "C=NOCCN.O",
  "homo_lumo_gap_ev": 9.00,
  "mol_weight_g_mol": 106.1
}



[3]
{
  "formula": "C3H10N2O2",
  "method": "ωB97M-V with the def2-TZVPD basis set",
  "symbols": ["C", "C", "O", "N", "C", "N", "H", "H", "H", "H", "H", "H", "H", "H", "O", "H", "H"],
  "coordinates": [[-0.7456, -1.1509, 1.2720], [0.0984, -0.6270, 0.1115], [1.2193, -0.2057, 0.3294], [-0.4855, -0.5500, -1.1181], [-0.8586, 0.5930, -2.0581], [-0.1681, 1.8021, -1.8583], [-1.4983, -1.8494, 0.9072], [-1.2507, -0.3013, 1.7125], [-0.0991, -1.7331, 1.9206], [-1.0903, -1.3163, -1.3405], [-1.9197, 0.7148, -1.9230], [-0.5985, 0.1941, -3.0281], [0.8169, 1.8650, -2.0124], [-0.4556, 2.2917, -1.0324], [2.2035, 0.3218, 2.9909], [2.7381, -0.4733, 3.0930], [2.0940, 0.4245, 2.0338]],
  "lowdin_charge": [0.0018, -0.5306, 0.0388, 0.0450, -0.2440, 0.0296, 0.0688, 0.0883, 0.0793, 0.1063, 0.1104, 0.1092, 0.0788, 0.0749, -0.0808, 0.0292, -0.0050],
  "e_tot_ha": -380.28575,
  "smiles": "CC(=O)NCN.O",
  "homo_lumo_gap_ev": 10.28,
  "mol_weight_g_mol": 106.1
}



[4]
{
  "formula": "C3H10N2O2",
  "method": "ωB97M-V with the def2-TZVPD basis set",
  "symbols": ["N", "C", "C", "C", "N", "O", "H", "H", "H", "H", "H", "H", "H", "H", "O", "H", "H"],
  "coordinates": [[-0.2201, -1.6325, 2.5018], [-0.3636, -1.7043, 1.0499], [-0.1461, -0.3074, 0.4989], [-0.3110, -0.0178, -0.9649], [0.8307, 0.3375, -1.6016], [-1.3394, -0.2575, -1.5584], [0.6641, -1.1924, 2.7368], [-0.2000, -2.5656, 2.8933], [0.2579, -2.4678, 0.5668], [-1.3895, -1.9959, 0.8536], [0.7063, 0.2251, 0.9521], [-0.8799, 0.2817, 1.0743], [0.8492, 0.1974, -2.5998], [1.6854, 0.0773, -1.1355], [1.0749, 3.0393, -0.2246], [0.6141, 2.3353, -0.6989], [0.4172, 3.7347, -0.1173]],
  "lowdin_charge": [-0.0132, -0.2861, -0.1467, -0.5646, 0.1480, 0.0708, 0.0645, 0.0665, 0.1119, 0.1134, 0.1138, 0.1317, 0.1183, 0.1109, -0.0661, -0.0105, 0.0374],
  "e_tot_ha": -380.30318,
  "smiles": "NCCC(N)=O.O",
  "homo_lumo_gap_ev": 10.44,
  "mol_weight_g_mol": 106.1
}



[5]
{
  "formula": "C3H10N2O2",
  "method": "ωB97M-V with the def2-TZVPD basis set",
  "symbols": ["C", "C", "C", "N", "N", "O", "O", "H", "H", "H", "H", "H", "H", "H", "H", "H", "H"],
  "coordinates": [[0.1640, 0.1475, -0.1049], [-2.9968, 0.7379, -0.3230], [1.4040, -0.6807, 0.1047], [-1.0260, -0.3478, 0.0202], [2.6806, 0.0999, 0.2847], [0.4075, 1.3666, -0.4638], [-1.0631, -1.6672, 0.4795], [-2.9940, 0.6910, -1.3736], [-2.2691, 1.5186, 0.0720], [-3.7014, 0.1707, 0.2772], [1.2992, -1.4376, 1.0013], [1.5270, -1.4787, -0.6995], [3.1596, -0.2784, 1.0933], [2.3726, 1.0866, 0.5351], [3.3304, 0.2433, -0.4706], [-0.3498, 1.8131, -0.8038], [-1.9447, -1.9847, 0.3712]],
  "lowdin_charge": [-0.3529, 0.4370, -0.0247, 0.0492, 0.2333, 0.1816, 0.0483, 0.0603, 0.0852, 0.0944, 0.1941, 0.1881, 0.1801, 0.1993, 0.1814, 0.1308, 0.1144],
  "e_tot_ha": -379.48325,
  "homo_lumo_gap_ev": [8.53, 8.53],
  "total_charge": 2,
  "mol_weight_g_mol": 106.1
}



[6]
{
  "formula": "C3H10N2O2S",
  "method": "ωB97M-V with the def2-TZVPD basis set",
  "symbols": ["N", "C", "O", "N", "C", "C", "S", "H", "H", "H", "H", "H", "H", "H", "H", "O", "H", "H"],
  "coordinates": [[1.5886, -1.1204, 0.4760], [1.5102, 0.0412, -0.2859], [2.4961, 0.5687, -0.7546], [0.2426, 0.4555, -0.6395], [-0.9742, 0.0698, 0.0033], [-1.3396, 1.0059, 1.1790], [-0.2365, 0.8010, 2.6178], [2.5396, -1.3115, 0.7539], [1.0071, -1.1426, 1.3028], [0.2734, 0.9692, -1.5065], [-0.9937, -0.9838, 0.3020], [-1.8262, 0.1548, -0.6703], [-2.3406, 0.8116, 1.5217], [-1.1656, 2.0091, 0.7970], [0.4258, 1.9601, 2.5970], [-0.7688, -1.6393, -2.5498], [-0.5158, -0.8349, -3.0326], [0.0775, -1.8144, -2.1113]],
  "lowdin_charge": [0.1389, -0.6357, 0.0455, 0.0325, -0.2975, -0.5070, 0.7173, 0.1004, 0.0317, 0.1424, 0.1138, 0.1145, 0.0564, 0.0743, -0.1414, -0.0613, 0.0412, 0.0340],
  "e_tot_ha": -778.50489,
  "smiles": "NC(=O)NCCS.O",
  "homo_lumo_gap_ev": 9.97,
  "mol_weight_g_mol": 138.2
}



[7]
{
  "formula": "C3H10N2O2S2",
  "method": "ωB97M-V with the def2-TZVPD basis set",
  "symbols": ["N", "N", "C", "O", "S", "C", "S", "C", "O", "H", "H", "H", "H", "H", "H", "H", "H", "H", "H"],
  "coordinates": [[-1.4902, 1.2600, -1.2343], [-0.9183, 1.1208, 0.0578], [0.4677, 0.8279, -0.1784], [0.9938, 1.7379, -1.0955], [1.3211, 1.2506, 1.4901], [0.5562, -0.6290, -0.4681], [2.1066, -1.2779, -1.1170], [0.2095, -1.5921, 0.6110], [-1.0980, -1.7585, 0.9282], [-2.5299, 1.2449, -1.1052], [-1.0922, 2.0057, -1.7780], [-0.8370, 2.0184, 0.6402], [1.9035, 1.4307, -1.2834], [2.5057, 1.0047, 0.9620], [-0.2021, -0.7909, -1.2620], [2.5786, -1.5385, 0.0750], [0.8322, -1.5863, 1.5020], [0.5205, -2.5933, 0.0160], [-1.3745, -1.0053, 1.5496]],
  "lowdin_charge": [0.0068, -0.1186, -0.8769, -0.0617, 0.7976, -0.6692, 0.8263, -0.4359, -0.0574, 0.1133, 0.0734, 0.1154, 0.0809, -0.1549, 0.1283, -0.1290, 0.0979, 0.1303, 0.1333],
  "e_tot_ha": -1176.59188,
  "smiles": "NN[C@@](O)(S)[C@@H](S)CO",
  "homo_lumo_gap_ev": 9.80,
  "mol_weight_g_mol": 170.3
}



[8]
{
  "formula": "C3H10N2O2Si",
  "method": "ωB97M-V with the def2-TZVPD basis set",
  "symbols": ["C", "C", "C", "N", "N", "O", "O", "Si", "H", "H", "H", "H", "H", "H", "H", "H", "H", "H"],
  "coordinates": [[-2.4328, -0.0807, -0.2100], [0.8079, -0.6359, -0.8832], [-0.0515, 0.3685, 0.0070], [0.9925, -1.9044, -0.2659], [0.0712, -0.3426, 1.4191], [-2.5624, -0.1568, 0.9526], [-2.6447, -0.0604, -1.3391], [0.1300, 2.1602, -0.1733], [0.2776, -0.8482, -1.8469], [1.7366, -0.1257, -1.2415], [0.4603, -2.6369, -0.6955], [1.8966, -2.2729, 0.0376], [0.8101, 0.1203, 2.0371], [-0.8947, -0.4272, 1.9672], [0.4206, -1.2548, 0.9788], [0.9364, 2.3997, -1.4551], [-1.1381, 2.8600, -0.0413], [1.1844, 2.8377, 0.7523]],
  "lowdin_charge": [-0.5256, -0.3169, -0.4932, -0.0280, 0.0280, 0.0877, 0.1681, 0.5554, 0.1108, 0.0957, 0.0986, 0.1152, 0.1429, 0.1591, 0.0417, -0.0612, -0.0883, -0.0900],
  "e_tot_ha": -669.68902,
  "homo_lumo_gap_ev": 7.38,
  "mol_weight_g_mol": 134.2
}



[9]
{
  "formula": "C3H10N2O3",
  "method": "ωB97M-V with the def2-TZVPD basis set",
  "symbols": ["N", "C", "C", "O", "C", "N", "O", "H", "H", "H", "H", "H", "H", "H", "H", "H", "H", "O"],
  "coordinates": [[0.2389, 0.3192, -1.0739], [-0.1334, 0.4780, 0.2528], [0.8028, -0.5424, 1.0646], [2.1956, -0.2417, 1.1366], [-1.6425, 0.1074, 0.5783], [-2.5343, 0.4706, -0.7215], [-1.8962, -1.1704, 0.8054], [-0.4369, 0.6621, -1.7535], [1.2270, 0.1633, -1.3529], [0.1530, 1.4909, 0.7337], [0.5026, -0.7974, 2.1071], [0.5986, -1.5561, 0.6001], [2.4987, -0.0108, 0.1501], [-2.8535, -0.5038, -1.0096], [-1.8995, 0.8279, 1.3100], [3.7543, -0.5170, -1.0863], [-3.4026, 1.0458, -0.6404], [2.8275, -0.2255, -1.1005]],
  "lowdin_charge": [0.2088, -0.2591, -0.2112, -0.0433, -0.4273, 0.0238, 0.0108, 0.1114, 0.0646, 0.2022, 0.1448, 0.1533, -0.0469, 0.0869, 0.1203, 0.0225, 0.0698, -0.2315],
  "e_tot_ha": -455.24440,
  "homo_lumo_gap_ev": 4.40,
  "mol_weight_g_mol": 122.1
}



[10]
{
  "formula": "C3H10N2O3",
  "method": "ωB97M-V with the def2-TZVPD basis set",
  "symbols": ["N", "C", "O", "O", "H", "H", "H", "N", "C", "C", "O", "H", "H", "H", "H", "H", "H", "H"],
  "coordinates": [[0.1031, 2.4031, 0.2083], [-1.2268, 1.9982, 0.3039], [-1.9947, 2.0248, -0.6440], [-1.5752, 1.5341, 1.5255], [0.2797, 2.9977, -0.6135], [0.8624, 1.8478, 0.5267], [-0.7443, 1.3019, 1.9499], [-0.5459, -1.9830, -1.5483], [0.6152, -1.4888, -0.8109], [0.3036, -1.0114, 0.6401], [1.2631, -0.1555, 1.2186], [-0.2094, -2.3236, -2.4539], [-1.0216, -1.1734, -1.8032], [1.0427, -0.6766, -1.3183], [1.3501, -2.2574, -0.6935], [0.1653, -1.9354, 1.2395], [-0.6642, -0.4421, 0.5859], [1.9969, -0.6604, 1.6872]],
  "lowdin_charge": [0.1518, -0.6440, 0.0687, 0.0959, 0.1199, 0.0571, 0.0929, 0.0124, -0.2654, -0.2560, -0.1063, 0.0781, 0.0354, 0.0875, 0.1000, 0.1279, 0.1084, 0.1358],
  "e_tot_ha": -455.53542,
  "smiles": "NC(=O)O.NCCO",
  "homo_lumo_gap_ev": 10.15,
  "mol_weight_g_mol": 122.1
}



[11]
{
  "formula": "C3H10N2O3",
  "method": "ωB97M-V with the def2-TZVPD basis set",
  "symbols": ["C", "C", "N", "C", "N", "H", "H", "H", "H", "O", "H", "H", "O", "H", "H", "O", "H", "H"],
  "coordinates": [[0.9908, 0.8404, -0.6110], [0.7081, 1.2221, -1.9243], [-0.1247, 0.2290, -2.4325], [-0.3969, -0.7118, -1.4114], [0.3311, -0.3334, -0.3360], [1.7143, 1.3110, -0.0272], [0.8523, 2.0930, -2.6131], [-0.5711, 0.3209, -3.3147], [-0.9625, -1.7582, -1.2784], [-0.2053, -0.6527, 2.1176], [0.1358, -0.7807, 0.9898], [0.4534, -1.4078, 2.4488], [-2.1975, -1.7373, 0.4410], [-1.4951, -1.4240, 1.0241], [-2.9605, -1.9443, 1.0973], [1.3123, 1.5877, 2.3464], [0.7371, 0.8408, 2.2550], [1.5634, 1.7936, 3.2392]],
  "lowdin_charge": [-0.1003, -0.0733, 0.0406, -0.0917, -0.0012, 0.0778, 0.1271, 0.1287, 0.1654, -0.2724, 0.0571, 0.1059, -0.1296, -0.0373, 0.0991, -0.0683, -0.0517, 0.0242],
  "e_tot_ha": -455.49936,
  "smiles": "c1c[nH]cn1.O.O.O",
  "homo_lumo_gap_ev": 9.97,
  "mol_weight_g_mol": 122.1
}



[12]
{
  "formula": "C3H10N2OS",
  "method": "ωB97M-V with the def2-TZVPD basis set",
  "symbols": ["C", "C", "C", "N", "N", "O", "S", "H", "H", "H", "H", "H", "H", "H", "H", "H", "H"],
  "coordinates": [[1.8253, -2.2562, 0.4551], [-0.1793, -0.2367, 0.4715], [-0.6521, 1.1186, 0.0586], [-1.7172, 1.7459, 0.8244], [-1.0524, 1.1796, -1.3558], [1.7057, -0.4682, -1.4226], [1.5937, -0.4450, 0.0036], [1.5823, -2.5179, 1.4909], [2.7684, -2.5986, 0.0831], [0.9837, -2.6763, -0.3066], [-0.0069, -0.1356, 1.4829], [-0.9167, -1.0029, 0.1975], [0.2544, 1.7319, 0.2232], [-1.8031, 2.6452, 0.6047], [-2.6091, 1.3343, 0.8498], [-0.6405, 0.4652, -2.0123], [-1.1362, 2.1168, -1.6482]],
  "lowdin_charge": [-0.2289, -0.3108, -0.5431, 0.0750, 0.0376, -0.5335, 0.8382, 0.0426, 0.0233, 0.0986, 0.0533, 0.1152, 0.1205, 0.0090, 0.0633, 0.0925, 0.0471],
  "e_tot_ha": -703.16544,
  "homo_lumo_gap_ev": 9.74,
  "mol_weight_g_mol": 122.2
}